Entry 1:
19
Properties=species:S:1:pos:R:3:forces:R:3:mulliken_charge:R:1 method="wB97M-V/def2-TZVPD" homo_energy_ev="-12.97 / -12.95" gap_ev="10.1 / 5.0" molar_mass_g_mol=120.2 max_force_ha_per_bohr=0.0632 relative_energy_kj_mol=159.6 multiplicity=2 lumo_energy_ev="-2.878 / -7.947" charge=+1
C 0.552 0.337 -1.238 -0.4212 -1.1569 0.6279 -0.479
N 0.144 -0.192 0.086 -1.0691 2.7587 -1.3485 0.036
C 0.300 0.713 1.203 0.9509 -2.4853 1.3282 -0.381
C -0.197 0.029 2.506 0.0202 0.3673 -0.5724 -0.903
S 0.347 1.029 3.913 -0.5521 0.1083 0.1101 -0.156
C -0.506 -0.121 -2.228 0.6818 0.8364 -1.7718 -0.659
N -0.877 -1.519 -2.223 0.4732 -0.0893 0.7766 -0.578
H 0.565 1.423 -1.202 -0.0305 0.2085 0.3209 0.341
H 1.584 0.071 -1.477 -0.0466 -0.5199 -0.0061 0.372
H -0.729 -0.721 -0.030 0.2853 -0.6767 0.5093 0.441
H -0.263 1.647 1.152 0.0700 0.0991 -0.7264 0.338
H 1.382 0.873 1.219 -0.0520 0.6265 0.1607 0.382
H -1.276 -0.009 2.338 -0.1392 0.2101 0.9404 0.405
H 0.104 -0.999 2.685 0.3699 -0.0483 -0.4550 0.427
H 1.624 0.631 3.858 0.0061 -0.0769 -0.0353 0.156
H -1.391 0.508 -2.120 -0.0779 -0.0904 0.1427 0.382
H -0.039 0.179 -3.181 -0.3356 0.0671 -0.0261 0.397
H -1.274 -1.785 -3.112 -0.4526 0.1044 -0.0192 0.276
H -0.052 -2.094 -2.149 0.3196 -0.2428 0.0440 0.203

=====

Entry 2:
18
Properties=species:S:1:pos:R:3:forces:R:3:mulliken_charge:R:1 method="wB97M-V/def2-TZVPD" homo_energy_ev=-8.46 gap_ev=7.4 molar_mass_g_mol=225.1 max_force_ha_per_bohr=0.0859 relative_energy_kj_mol=0.0 multiplicity=1 lumo_energy_ev=-1.014 charge=0
C 1.383 -0.562 -1.267 -2.9003 -0.3984 0.9095 -0.485
C 0.695 -1.553 -0.465 3.0046 -1.0164 -0.2308 -0.319
C 0.869 0.734 -1.301 -1.3364 -2.1898 3.5962 -0.673
C -0.215 -1.189 0.490 -0.1821 0.2490 -0.5320 -0.312
C -0.105 1.049 -0.303 -0.5787 2.1287 -0.4781 -0.042
C -0.657 0.109 0.594 0.6304 2.1219 -1.7297 0.800
C -1.765 0.537 1.422 -0.8964 -2.5970 -1.9990 -1.569
P -3.719 0.095 -0.047 0.2538 1.2545 2.5381 0.620
S -5.542 -0.351 0.482 1.2123 0.0739 -0.2030 -0.346
Cl -3.643 1.938 -0.964 0.0905 -0.1154 -0.0308 -0.210
Cl -2.845 -1.071 -1.363 0.3431 -0.7764 -0.9124 -0.131
H 2.142 -0.733 -1.980 0.7818 -0.9353 -0.4108 0.381
H 1.087 -2.630 -0.430 -0.6937 1.7061 -0.3725 0.276
H 1.347 1.351 -1.965 0.5287 2.0847 -1.2464 0.463
H -0.719 -1.854 1.126 -0.2371 -1.4354 0.6570 0.391
H -0.557 2.109 -0.158 1.0967 -1.7521 -0.7353 0.196
H -1.854 -0.073 2.283 -0.7738 -0.3515 0.8689 0.435
H -1.948 1.550 1.506 -0.3435 1.9488 0.3111 0.527